73
Properties=species:S:1:pos:R:3:mulliken_charge:R:1 method="wB97M-V/def2-TZVPD" homo_ev=-2.6 relative_energy_kcal_mol=5.23 lumo_ev=3.70 molar_mass_g_mol=1476.1 charge=-2 e_tot_ev=-418952.1237
Ta -0.21331 0.07821 -0.54444 -0.542
C 4.31003 5.00576 2.27544 -1.545
C 3.51403 3.76498 1.99099 0.500
C 3.97788 2.49557 2.31322 -1.412
C 3.26315 1.36406 1.99055 -0.692
C 2.02707 1.39367 1.30074 1.180
N 1.38432 0.22311 0.94919 0.936
C 2.11207 -0.98308 1.00007 -0.130
C 3.39967 -1.12323 0.48042 -0.055
C 4.06501 -2.33210 0.53454 -1.607
C 3.46786 -3.45289 1.09882 0.895
C 4.17831 -4.77600 1.14874 -1.649
C 2.16920 -3.32968 1.57473 -0.704
C 1.48455 -2.12593 1.50947 -1.227
C 0.01493 -1.93556 1.86350 2.383
O -0.60338 -1.30369 0.81402 -0.102
C -0.72853 -3.27594 2.05488 0.100
F -0.29275 -3.96042 3.14283 -0.306
F -2.04150 -3.09758 2.20209 -0.289
F -0.55082 -4.07773 1.00394 -0.198
C -0.14872 -1.07206 3.17667 0.574
F 1.03363 -0.88203 3.79699 -0.295
F -0.94565 -1.66274 4.09880 -0.356
F -0.67931 0.11343 2.92433 -0.123
C 1.49432 2.69934 1.10936 -1.073
C 2.25681 3.82328 1.41742 -0.947
C 0.05796 2.92599 0.67337 1.847
O -0.58407 1.74744 0.41430 -0.192
C -0.77239 3.55863 1.83538 0.454
F -0.35106 4.78304 2.22555 -0.282
F -0.70612 2.78039 2.91703 -0.224
F -2.05845 3.68569 1.49553 -0.251
C -0.05193 3.83803 -0.58854 0.578
F 0.07038 5.15937 -0.30260 -0.293
F 0.92155 3.55425 -1.46910 -0.228
F -1.22252 3.68873 -1.20050 -0.255
H 5.19013 4.77188 2.87726 0.347
H 4.66107 5.48310 1.35652 0.305
H 3.72552 5.74987 2.82170 0.343
H 4.92533 2.38199 2.83140 0.267
H 3.66834 0.40797 2.28188 0.505
H 3.85788 -0.27030 0.00310 0.866
H 5.05950 -2.40979 0.10784 0.264
H 5.23620 -4.66037 0.90892 0.401
H 4.10859 -5.23424 2.13781 0.362
H 3.75377 -5.48377 0.43266 0.279
H 1.68407 -4.20813 1.97471 0.518
H 1.82980 4.79728 1.21544 0.509
Br 1.23300 2.46549 -7.03553 -0.226
C 1.41733 1.76139 -5.28672 0.430
C 2.64314 1.29371 -4.83893 0.261
Br 4.16295 1.34660 -5.97167 -0.240
C 2.77829 0.77005 -3.54814 -0.217
Br 4.40940 0.09802 -2.87913 -0.119
C 1.67161 0.71476 -2.72285 0.106
O 1.61552 0.24929 -1.49025 1.026
C 0.43992 1.21350 -3.17506 -0.236
O -0.49928 1.16052 -2.24924 -0.658
C 0.29561 1.72627 -4.44998 -0.030
Br -1.40528 2.34413 -4.94642 -0.151
Te 0.28049 -2.20732 -2.28037 -0.176
C -1.38820 -3.41121 -2.71559 0.089
C -2.06465 -3.41366 -3.90859 -0.443
C -3.11094 -4.37002 -3.96616 -0.526
C -3.21512 -5.09299 -2.81522 -0.543
S -2.04848 -4.59450 -1.67061 0.002
H -1.82016 -2.73081 -4.70926 0.393
H -3.76237 -4.50834 -4.81840 0.327
H -3.93164 -5.86566 -2.58607 0.361
Cl -3.90541 1.36919 -1.91701 -0.383
Si -2.93525 0.01665 -0.61288 0.256
Cl -3.85403 0.53124 1.24831 -0.394
Cl -3.92148 -1.80256 -1.01310 -0.346